[1]
{
  "formula": "C6H9IN2",
  "method": "ωB97M-V/def2-TZVPD",
  "energy_ha": -641.08426,
  "orbital_gap_ev": 8.798,
  "smiles": "C=N/C=C/I.CC=C=N",
  "total_charge": 0,
  "homo_ev": -8.31,
  "e_above_lowest_kcal_mol": 62.2,
  "symbols": ["C", "C", "C", "C", "C", "C", "N", "N", "I", "H", "H", "H", "H", "H", "H", "H", "H", "H"],
  "xyz": [[-1.175, -2.169, 0.426], [0.975, 1.139, -0.144], [0.901, -3.224, 0.401], [-1.712, -1.357, -0.440], [0.741, 2.211, 0.576], [0.072, 3.260, -0.191], [-0.227, -3.027, -0.145], [1.138, 0.234, -0.943], [-3.034, 0.276, -0.086], [-1.251, -2.067, 1.529], [1.153, -2.989, 1.395], [1.693, -3.733, -0.102], [-1.378, -1.397, -1.453], [0.831, 2.333, 1.664], [-0.784, 2.825, -0.723], [0.731, 3.831, -0.704], [-0.530, 3.832, 0.540], [1.854, 0.023, -1.601]],
  "nbo_charge": [-0.1053, 0.4605, -0.0288, -0.2969, -0.4569, -0.6138, -0.4039, -0.6779, 0.1096, 0.1953, 0.1379, 0.1664, 0.2253, 0.2458, 0.2227, 0.2084, 0.2135, 0.3983]
}

---

[2]
{
  "formula": "C6H9IN3",
  "method": "ωB97M-V/def2-TZVPD",
  "energy_ha": -695.71348,
  "orbital_gap_ev": 8.532,
  "smiles": "C[n+]1nc(I)ccc1CN",
  "total_charge": 1,
  "homo_ev": -13.35,
  "e_above_lowest_kcal_mol": 6.4,
  "symbols": ["C", "N", "N", "C", "I", "C", "C", "C", "C", "N", "H", "H", "H", "H", "H", "H", "H", "H", "H"],
  "xyz": [[0.110, -2.079, 0.439], [0.596, -0.692, 0.319], [1.923, -0.598, 0.295], [2.439, 0.593, 0.147], [4.517, 0.758, 0.148], [1.666, 1.753, 0.020], [0.314, 1.609, 0.037], [-0.243, 0.333, 0.202], [-1.730, 0.190, 0.136], [-2.136, 0.173, -1.271], [-0.721, -2.132, 1.123], [-0.130, -2.471, -0.541], [0.923, -2.665, 0.843], [2.133, 2.716, -0.084], [-0.341, 2.453, -0.092], [-2.114, -0.642, 0.722], [-2.141, 1.093, 0.572], [-1.931, -0.718, -1.703], [-3.134, 0.326, -1.310]],
  "nbo_charge": [-0.4219, -0.0650, -0.2009, 0.0554, 0.3004, -0.1674, -0.1511, 0.2841, -0.2744, -0.8104, 0.2337, 0.2370, 0.2616, 0.2664, 0.2608, 0.2053, 0.2336, 0.3657, 0.3868]
}